1.
Density functional theory data (ωB97M-V/def2-TZVPD) for a structure of composition C21H48BF4O13P2.

Net charge: -1
Energy above the lowest of the compared OMol25 structures with the same formula, charge and spin in eV: 2.8371
Lowest unoccupied orbital energy in Ha: 0.0750

Element x y z (Å)
B1 0.5458 -0.5598 1.4239
F1 -0.7806 0.0725 1.5632
F2 0.4727 -1.6396 0.7301
F3 1.2602 0.4583 0.8841
F4 1.0222 -0.7696 2.6868
C1 2.2527 1.4201 -2.6381
C2 2.1507 2.8995 -2.5695
O1 2.7381 3.5236 -3.3260
C3 1.1548 3.4042 -1.5734
H1 3.2728 1.0561 -2.9717
H2 1.4894 1.1577 -3.2385
H3 2.1240 1.0495 -1.4970
H4 0.6603 4.3612 -2.0080
H5 1.5513 3.7048 -0.7242
H6 0.4368 2.6238 -1.3487
C4 2.0702 -4.0837 1.9556
C5 3.5997 -3.6033 2.1999
O2 4.3576 -4.4203 2.6698
C6 4.0560 -2.2620 1.7852
H7 1.3002 -3.5055 2.6271
H8 2.1572 -5.1375 2.2042
H9 2.1092 -3.9410 0.8749
H10 5.0124 -2.3328 1.1914
H11 3.9937 -1.6038 2.6871
H12 3.3483 -1.8454 1.0993
C7 -3.1989 1.4118 3.6109
C8 -4.0899 0.1520 3.4011
O3 -4.6085 -0.3930 4.3107
C9 -4.1965 -0.2986 1.9380
H13 -2.1959 1.2410 3.1468
H14 -3.3448 1.8025 4.6138
H15 -3.3309 2.3535 2.9771
H16 -3.3585 -0.9631 1.6384
H17 -3.8991 0.5297 1.4157
H18 -5.0582 -0.6557 1.6638
C10 0.5831 4.6896 5.2822
C11 1.0658 3.9812 3.9991
O4 2.1072 4.2680 3.2798
C12 0.2547 2.8871 3.6104
H19 1.1356 5.7394 5.3778
H20 1.0576 4.1489 6.0593
H21 -0.4083 4.6439 5.2983
H22 0.5987 2.3320 2.5927
H23 -0.7578 3.2728 3.3784
H24 0.2284 1.8830 4.2834
C13 6.0440 2.6120 3.5491
C14 5.3677 1.5286 2.7452
O5 6.0292 0.5486 2.4470
C15 3.8781 1.3915 2.6914
H25 6.1689 3.3729 3.0804
H26 7.1912 2.1588 3.5478
H27 5.4067 2.5766 4.4220
H28 3.2497 1.6359 3.5980
H29 3.5829 0.4365 2.1128
H30 3.5205 2.2585 1.9358
C16 -1.1760 -3.9191 -0.8490
O6 -1.5471 -3.2911 -2.1452
P1 -0.9361 -3.9548 -3.5625
O7 -0.2192 -5.3029 -3.2479
O8 -2.2981 -4.4304 -4.3929
C17 -3.5400 -4.2323 -3.8286
O9 0.1958 -3.0805 -4.3296
C18 0.8406 -2.0237 -3.5807
H31 -1.5384 -3.0869 -0.0894
H32 -0.0537 -4.1437 -0.8490
H33 -1.7665 -4.8303 -0.7089
H34 -3.6349 -4.8931 -3.0432
H35 -4.3918 -4.6079 -4.5284
H36 -3.8204 -3.1309 -3.6652
H37 0.2163 -1.1396 -3.5012
H38 1.8085 -1.9971 -4.2081
H39 1.0104 -2.4710 -2.5694
C19 -1.9089 2.6712 -3.5705
O10 -1.6585 1.2846 -3.7871
P2 -2.8198 0.1371 -3.7698
O11 -2.2010 -1.1618 -4.0288
O12 -3.0494 0.3265 -2.2615
C20 -2.1169 -0.1554 -1.4524
O13 -4.2849 0.4692 -4.3378
C21 -5.1156 -0.5807 -4.9351
H40 -2.3231 3.0391 -2.4605
H41 -2.5074 2.9196 -4.5309
H42 -0.9341 3.1083 -3.5186
H43 -1.1007 -0.3646 -1.8952
H44 -2.2493 -1.0957 -0.9403
H45 -2.1451 0.5755 -0.8247
H46 -5.1733 -0.2854 -5.9095
H47 -6.2933 -0.4924 -4.4287
H48 -4.6466 -1.4328 -4.9436

=====

2.
Density functional theory data (ωB97M-V/def2-TZVPD) for a structure of composition C23H23AsMnP.

Net charge: -1
2S+1: 6
<S²>: 8.85
Energy above the lowest of the compared OMol25 structures with the same formula, charge and spin in eV: 0.0000
Lowest unoccupied orbital energy (alpha / beta) in Ha: 0.1051 / 0.0968

Element x y z (Å)
C1 0.2758 -2.5230 -3.1888
C2 0.1696 -2.1651 -4.5188
C3 -0.1669 -0.8943 -5.0042
C4 -0.4763 0.1992 -4.1785
C5 -0.4284 0.2227 -2.7905
Mn1 0.4158 -1.1704 -1.8986
P1 1.2129 -2.9689 -0.5879
H1 0.4068 -3.6074 -3.0271
H2 0.3360 -2.9421 -5.2724
H3 -0.2621 -0.7711 -6.0884
H4 -0.8251 1.1495 -2.3453
H5 -0.8006 1.1072 -4.7010
H6 2.4253 -2.6804 0.1275
H7 1.5450 -4.2321 -1.1700
H8 0.2812 -3.3974 0.4215
C6 2.3298 -0.8900 4.3060
C7 0.9732 -1.1891 4.1484
C8 0.3249 -0.9234 2.9351
C9 1.0228 -0.3021 1.8921
C10 2.3746 0.0257 2.0545
C11 3.0289 -0.2809 3.2558
As1 0.1768 0.0350 0.1227
C12 -1.7165 -0.2413 0.6260
C13 -2.4357 -1.2200 -0.0759
C14 -3.7346 -1.5384 0.3348
C15 -4.3266 -0.8562 1.4064
C16 -3.6106 0.1376 2.0829
C17 -2.2983 0.4473 1.6937
C18 0.6413 1.9402 -0.0755
C19 -0.2956 2.9531 0.1348
C20 0.0742 4.2853 -0.1072
C21 1.3621 4.5966 -0.5616
C22 2.2922 3.5691 -0.7725
C23 1.9337 2.2372 -0.5304
H9 2.8373 -1.1215 5.2469
H10 0.4069 -1.6327 4.9701
H11 -0.7211 -1.2027 2.8112
H12 2.9256 0.5047 1.2452
H13 4.0882 -0.0410 3.3722
H14 -1.9858 -1.7367 -0.9366
H15 -4.2914 -2.3245 -0.1869
H16 -5.3485 -1.1011 1.7104
H17 -4.0640 0.6691 2.9195
H18 -1.7326 1.2059 2.2359
H19 -1.3021 2.7074 0.4731
H20 -0.6515 5.0815 0.0618
H21 1.6488 5.6378 -0.7408
H22 3.3036 3.8027 -1.1198
H23 2.6611 1.4390 -0.7096

=====

3.
Density functional theory data (ωB97M-V/def2-TZVPD) for a structure of composition C21H15AsHgO3.

Net charge: +2
Lowest unoccupied orbital energy in Ha: -0.3366

Element x y z (Å)
O1 0.0908 1.4587 -6.3629
C1 0.0908 0.8312 -5.4178
Hg1 0.0895 -0.8376 -2.9046
C2 1.6507 -1.5906 -3.4029
C3 -1.4728 -1.5881 -3.4035
O2 2.6450 -2.0704 -3.7200
O3 -2.4675 -2.0664 -3.7214
C4 -0.6628 3.8789 2.5114
C5 0.3364 3.9498 1.5382
C6 0.4939 2.9098 0.6214
C7 -0.3467 1.7904 0.6694
C8 -1.3474 1.7189 1.6518
C9 -1.5029 2.7633 2.5691
As1 -0.0738 0.3965 -0.6749
C10 1.6793 -0.1038 0.0640
C11 2.8388 -0.0881 -0.7214
C12 4.0685 -0.4782 -0.1712
C13 4.1459 -0.8760 1.1678
C14 2.9958 -0.8829 1.9598
C15 1.7702 -0.4990 1.4120
C16 -1.4804 -0.8744 -0.1672
C17 -1.1389 -2.0723 0.4832
C18 -2.1287 -2.9931 0.8379
C19 -3.4661 -2.7306 0.5370
C20 -3.8130 -1.5439 -0.1199
C21 -2.8231 -0.6170 -0.4718
H1 -0.7866 4.6880 3.2192
H2 0.9883 4.8137 1.4918
H3 1.2686 2.9753 -0.1326
H4 -2.0097 0.8698 1.7176
H5 -2.2773 2.7088 3.3230
H6 2.7914 0.2208 -1.7543
H7 4.9627 -0.4704 -0.7800
H8 5.0958 -1.1753 1.5933
H9 3.0544 -1.1888 2.9973
H10 0.8860 -0.5150 2.0371
H11 -0.1098 -2.3026 0.7159
H12 -1.8578 -3.9130 1.3420
H13 -4.2317 -3.4455 0.8075
H14 -4.8495 -1.3453 -0.3580
H15 -3.0975 0.2959 -0.9821

=====

4.
Density functional theory data (ωB97M-V/def2-TZVPD) for a structure of composition C5H17F4N2O14PS4Ti2.

2S+1: 7
<S²>: 12.00
Energy above the lowest of the compared OMol25 structures with the same formula, charge and spin in eV: 0.0000
Lowest unoccupied orbital energy (alpha / beta) in Ha: -0.0177 / -0.0242

Element x y z (Å)
Ti1 -34.3982 -32.9380 -12.8456
Ti2 -34.8693 -35.3152 -11.2550
N1 -33.3078 -33.8157 -11.1559
S1 -31.6643 -33.8995 -11.4769
O1 -31.0670 -35.1530 -11.1280
O2 -30.9081 -32.6950 -11.3331
F1 -31.8926 -33.8921 -13.0686
S2 -33.0999 -33.4912 -9.6248
O3 -32.6986 -32.1610 -9.3030
O4 -32.8021 -34.5679 -8.7311
F2 -34.7028 -33.3998 -9.3813
N2 -33.9683 -30.8544 -13.4973
S3 -35.4315 -29.9341 -13.6440
O5 -35.6110 -29.2921 -14.9061
O6 -35.8867 -29.3266 -12.4327
F3 -36.3675 -31.2262 -13.7253
S4 -33.1198 -29.7040 -12.8087
O7 -33.2120 -29.6477 -11.3727
O8 -33.0842 -28.4759 -13.5487
F4 -31.6746 -30.2907 -13.0673
C1 -32.1330 -32.2250 -16.0988
O9 -33.4802 -32.4394 -15.6788
H1 -31.4772 -32.0183 -15.2464
H2 -31.8450 -33.0883 -16.6951
H3 -31.9601 -31.3297 -16.7130
H4 -33.5983 -31.8316 -14.9179
C2 -35.8637 -34.8138 -14.8272
O10 -34.7470 -34.9575 -13.9494
H5 -36.5564 -34.0695 -14.4235
H6 -35.6561 -34.5365 -15.8636
H7 -36.4688 -35.7110 -14.9900
H8 -34.7329 -35.9098 -13.7007
C3 -39.8660 -32.0318 -13.1438
O11 -38.5551 -32.6724 -13.0779
P1 -37.9960 -33.1042 -11.6739
O12 -36.6062 -33.6229 -11.7376
O13 -38.2052 -31.8415 -10.7351
C4 -37.0866 -31.2129 -10.0715
O14 -39.0212 -34.1224 -11.0456
C5 -38.9362 -35.5180 -11.4373
H9 -40.3391 -32.4937 -14.0014
H10 -39.6497 -30.9756 -13.3298
H11 -40.3859 -31.9954 -12.1888
H12 -37.4277 -30.1979 -9.8550
H13 -36.2207 -31.1509 -10.7230
H14 -36.9439 -31.6568 -9.0860
H15 -38.0107 -35.7702 -11.9642
H16 -39.7982 -35.8832 -11.9827
H17 -38.7704 -36.0158 -10.4782

=====

5.
Density functional theory data (ωB97M-V/def2-TZVPD) for the molecule C7H13NO.

Energy above the lowest of the compared OMol25 structures with the same formula, charge and spin in eV: 1.7213
Lowest unoccupied orbital energy in Ha: 0.0307
SMILES: C=C(C(N)=O)C(C)(C)C

Element x y z (Å)
C1 1.3903 1.1389 -1.4251
C2 0.3322 0.7302 -0.7191
C3 -0.7385 1.6813 -0.4166
N1 -1.3985 2.2329 -1.4692
O1 -1.1655 1.7871 0.7368
C4 0.1131 -0.6878 0.5240
C5 -0.1439 -0.4252 2.0027
C6 -1.0240 -1.4968 -0.0791
C7 1.4513 -1.4087 0.3891
H1 1.5246 2.1781 -1.7313
H2 2.1684 0.4541 -1.7498
H3 -1.1260 2.0499 -2.4215
H4 -2.1610 2.8653 -1.2781
H5 -0.0603 -1.3634 2.5683
H6 -1.1681 -0.1090 2.2068
H7 0.5745 0.2890 2.4113
H8 -0.8251 -1.7591 -1.1196
H9 -1.9673 -0.9464 -0.0304
H10 -1.1654 -2.4286 0.4863
H11 2.2751 -0.7688 0.7171
H12 1.4699 -2.2970 1.0370
H13 1.6441 -1.7160 -0.6397

=====

6.
Density functional theory data (ωB97M-V/def2-TZVPD) for a structure of composition C20H16BrF3NO6S4.

Net charge: -1
Energy above the lowest of the compared OMol25 structures with the same formula, charge and spin in eV: 2.9938
Lowest unoccupied orbital energy in Ha: 0.0655

Element x y z (Å)
F1 -3.4180 0.2508 2.9876
C1 -2.0491 0.0614 2.9410
F2 -1.5030 0.7715 4.0096
F3 -1.8320 -1.2873 3.1818
S1 -1.3942 0.5585 1.5086
N1 -0.3704 0.0609 -0.3404
S2 0.5629 1.5626 -0.5046
C2 1.5433 1.7003 1.0414
C3 2.2688 2.8742 1.2027
C4 2.9272 3.0681 2.4168
C5 2.8028 2.1941 3.4891
C6 2.0127 1.0778 3.3199
C7 1.4845 0.7954 2.0752
O1 1.3635 1.1061 -1.6385
O2 -0.0806 2.8511 -0.5981
S3 -2.0496 0.3451 -1.5766
C8 -3.5186 -0.1035 -0.6254
C9 -3.5454 -1.1745 0.2587
C10 -4.6446 -1.3663 1.0897
C11 -5.7411 -0.5177 0.9645
C12 -5.7084 0.5685 0.0726
C13 -4.6001 0.7716 -0.7454
O3 -2.2087 1.7643 -1.7863
O4 -1.6531 -0.5569 -2.6319
H1 2.2645 3.5777 0.3669
H2 3.5391 3.9364 2.4972
H3 3.2202 2.3869 4.4711
H4 1.7172 0.3890 4.0813
H5 1.1183 -0.2072 1.9062
H6 -2.7147 -1.8772 0.2694
H7 -4.6398 -2.1908 1.8077
H8 -6.6091 -0.6766 1.6086
H9 -6.5675 1.2398 -0.0061
H10 -4.5475 1.5977 -1.4503
Br1 -0.7550 -2.8817 -0.1918
C14 0.1039 -1.1395 0.2179
S4 2.0414 -1.8129 -0.2560
C15 2.6206 -1.4897 -1.9543
C16 2.4726 -2.5108 -2.8908
C17 3.1391 -2.3798 -4.1203
C18 3.6947 -1.1393 -4.4812
C19 3.7744 -0.1192 -3.5228
C20 3.3630 -0.3515 -2.2084
O5 2.8800 -0.9078 0.5417
O6 2.1663 -3.2242 0.0489
H11 0.1510 -1.1980 1.3377
H12 1.8765 -3.3887 -2.6458
H13 3.2161 -3.2180 -4.8176
H14 4.0473 -0.9794 -5.5126
H15 4.1584 0.8537 -3.8001
H16 3.6199 0.3350 -1.4084

=====

Here are the calculated DFT total energy numbers, same order: -79299.16442, -125665.78824, -93154.51438, -146830.79745, -11006.03162, -156304.48691 (eV).